[1]
3 unconnected molecules or ions with the total composition C4H14O3. Source: OMol25; level of theory: the ωB97M-V functional and the def2-TZVPD basis.

E_LUMO = 0.0250 Eh
HOMO energy = -10.431 eV
Largest force on an atom = 3.7 eV/Å
ΔE to the lowest compared entry with this formula, charge and spin = 49.5 kcal/mol
HOMO-LUMO gap = 11.11 eV
DFT total energy = -10515.7822 eV

Geometry (Å):
H -1.49 -1.77 1.39
H -0.47 -2.01 -0.10
H 3.11 2.52 2.25
C -0.86 0.95 1.63
O -0.26 2.18 2.15
H 0.22 2.62 1.41
H -2.85 0.04 -0.15
H -0.12 1.44 -0.23
H 4.57 2.87 2.77
H -1.75 -0.34 -1.43
C -1.48 -1.62 0.34
C -1.81 -0.30 -0.33
H -1.94 0.72 1.98
O 3.73 3.22 2.32
H 2.73 -4.02 -4.87
H -2.22 -2.29 -0.04
H 2.10 -3.04 -5.70
H -1.98 1.70 0.08
O 2.07 -3.94 -5.58
H -0.22 0.07 1.91
C -1.10 1.00 0.19

***

[2]
4 unconnected molecules or ions with the total composition C4H14O3. Source: OMol25; level of theory: the ωB97M-V functional and the def2-TZVPD basis.

E_LUMO = 0.0187 Eh
HOMO energy = -9.696 eV
Largest force on an atom = 2.6 eV/Å
ΔE to the lowest compared entry with this formula, charge and spin = 50.5 kcal/mol
HOMO-LUMO gap = 10.21 eV
DFT total energy = -10515.7400 eV

Geometry (Å):
C -1.04 -1.04 -1.43
C -0.97 -1.16 1.08
H -1.27 -0.11 1.25
H -0.15 -1.57 -1.76
O 0.09 -2.57 5.07
H -1.09 -1.65 2.04
H 3.87 2.03 -1.24
H 3.12 3.31 -1.23
C -1.53 -1.75 -0.18
H -0.98 0.86 -2.50
H 0.21 -1.64 5.37
H 0.11 -0.97 1.02
H 1.06 -2.64 4.91
H 0.99 4.03 -2.11
H -2.27 0.80 -1.50
H -2.62 -1.87 -0.13
O 0.98 3.55 -2.95
H 1.20 2.71 -2.50
H -1.23 -2.81 -0.16
C -1.46 0.14 -1.82
O 2.97 2.37 -1.25

***

[3]
4 unconnected molecules or ions with the total composition C4H14O3. Source: OMol25; level of theory: the ωB97M-V functional and the def2-TZVPD basis.

E_LUMO = 0.0211 Eh
HOMO energy = -9.229 eV
Largest force on an atom = 3.7 eV/Å
ΔE to the lowest compared entry with this formula, charge and spin = 41.6 kcal/mol
HOMO-LUMO gap = 9.80 eV
DFT total energy = -10516.1267 eV

Geometry (Å):
H -3.53 1.31 0.55
H 0.41 -1.83 1.12
H 4.03 -3.51 0.39
H -2.54 3.19 -1.32
H 2.63 1.15 0.63
H -0.46 0.57 -2.39
C -2.70 2.15 -1.72
C -1.94 1.08 -0.96
H -0.56 -0.55 -1.03
H 4.20 -1.99 0.84
H -2.53 0.00 0.95
O 2.88 0.41 1.19
C -2.93 0.50 0.08
H -3.80 2.15 -1.85
C -0.93 0.36 -1.48
H 2.13 -0.16 1.04
O 0.38 -0.88 1.08
H -3.63 -0.06 -0.53
O 3.85 -2.86 1.10
H 0.02 -0.39 1.86
H -2.28 2.20 -2.83

***

[4]
4 unconnected molecules or ions with the total composition C4H14O4. Source: OMol25; level of theory: the ωB97M-V functional and the def2-TZVPD basis.

E_LUMO = 0.0015 Eh
HOMO energy = -9.346 eV
Largest force on an atom = 2.5 eV/Å
ΔE to the lowest compared entry with this formula, charge and spin = 21.2 kcal/mol
HOMO-LUMO gap = 9.39 eV
DFT total energy = -12564.1085 eV

Geometry (Å):
C 0.66 0.52 0.06
H -1.26 -1.24 -1.36
H 1.51 -1.88 -3.25
H 1.32 0.91 2.55
H 0.86 -1.99 0.53
H 1.56 -1.46 2.09
O -0.56 2.11 -1.87
C 0.65 -1.52 1.50
O -1.49 -0.54 -1.99
H 1.75 0.49 0.12
O 0.98 -1.73 -2.46
H -0.85 -0.67 -2.69
H -1.12 -0.31 1.02
H 1.02 -2.50 -1.89
C -0.06 -0.19 1.25
H -0.06 1.57 -2.49
H -1.48 1.85 -1.95
H 0.31 1.51 -0.12
H -0.03 -2.27 1.92
H 0.46 -0.12 -0.79
C 0.24 0.74 2.41
O -0.61 1.25 3.09

***

[5]
5 unconnected molecules or ions with the total composition C4H14O4. Source: OMol25; level of theory: the ωB97M-V functional and the def2-TZVPD basis.

E_LUMO = -0.1318 Eh
HOMO energy = -8.145 eV
Largest force on an atom = 3.3 eV/Å
ΔE to the lowest compared entry with this formula, charge and spin = 125.8 kcal/mol
HOMO-LUMO gap = 4.56 eV
DFT total energy = -12559.5720 eV

Geometry (Å):
H -0.53 0.98 2.50
C -2.65 -0.94 -0.89
H 2.70 -1.26 0.58
O 2.13 -0.78 -0.04
H 0.46 1.17 1.42
O 2.10 1.04 1.69
H -0.77 -2.19 -0.76
H 0.54 -1.86 -0.41
C -1.79 0.11 -0.63
H 0.83 1.99 -1.58
C -1.08 0.98 -1.44
H -1.19 1.16 -2.51
H -3.07 -0.99 -1.90
H 2.88 0.92 2.24
H -3.00 -1.48 -0.02
H -1.46 0.14 0.42
O 0.01 -2.68 -0.50
H 2.17 0.07 0.62
O -0.53 1.04 1.54
H -0.06 2.09 -0.04
C 0.22 1.41 -0.87
H 0.83 0.59 -0.49

***

[6]
A molecular structure, C4H15ClNO5V. Source: OMol25; level of theory: the ωB97M-V functional and the def2-TZVPD basis.

E_LUMO (alpha / beta) = -0.0654 / -0.0574 Eh
HOMO energy (alpha / beta) = -8.861 / -9.812 eV
Largest force on an atom = 2.5 eV/Å
HOMO-LUMO gap (alpha / beta) = 7.08 / 8.25 eV
<S²> = 6.004
DFT total energy = -54321.8457 eV
Multiplicity = 5

Geometry (Å):
H 5.64 15.40 3.49
H 6.85 13.42 -1.28
O 8.15 12.99 0.16
H 9.87 12.46 0.98
C 9.35 12.27 0.04
C 5.95 14.62 2.79
O 5.23 13.53 3.32
H 5.67 15.06 1.83
H 9.23 11.20 -0.13
N 0.97 11.16 3.12
H 9.87 12.67 -0.82
Cl 5.63 11.14 1.35
H 5.18 13.65 -0.17
H 4.48 14.76 -1.28
H 2.86 11.32 4.09
V 5.16 9.57 -0.59
H 3.04 11.08 2.41
H 7.04 14.62 2.84
H 5.29 12.81 2.69
O 0.70 9.98 3.39
H 7.46 12.44 0.54
O 6.48 14.30 -1.41
H 4.72 13.20 -1.91
C 2.40 11.58 3.14
C 5.17 13.92 -1.22
O 0.17 11.94 2.69
H 2.36 12.64 2.87

***

[7]
A molecular structure, C4H15Cs2N4O4. Source: OMol25; level of theory: the ωB97M-V functional and the def2-TZVPD basis.

E_LUMO = -0.1252 Eh
HOMO energy = -10.878 eV
Largest force on an atom = 1.0 eV/Å
HOMO-LUMO gap = 7.47 eV
Charge = +1
DFT total energy = -19634.5231 eV

Geometry (Å):
H 4.03 -0.03 -2.08
H -5.55 -1.14 -2.54
C 4.10 0.80 -1.38
C 1.48 -0.73 3.16
O -2.94 0.32 -1.44
H 1.10 1.13 -0.27
C -3.70 -0.22 -2.25
H 4.06 1.73 -1.96
N -3.42 -0.26 -3.58
H 3.00 -0.27 0.11
Cs -2.92 0.10 2.28
H 2.47 -1.70 4.69
H 5.09 0.74 -0.93
O -0.47 1.10 0.69
H 3.19 1.38 0.50
H 0.93 -2.35 4.33
N -4.87 -0.82 -1.88
O 1.76 1.01 -0.97
H -2.61 0.20 -3.94
H -4.04 -0.74 -4.20
O 2.29 0.16 2.98
N 0.39 -0.89 2.34
H -0.22 -1.68 2.48
H 0.11 -0.10 1.72
C 3.00 0.72 -0.35
H -1.39 0.91 0.49
H -5.05 -0.89 -0.90
N 1.60 -1.62 4.19
Cs -1.43 3.12 -1.28

***

[8]
2 unconnected molecules or ions with the total composition C4H15N2. Source: OMol25; level of theory: the ωB97M-V functional and the def2-TZVPD basis.

E_LUMO = -0.1002 Eh
HOMO energy = -14.187 eV
Largest force on an atom = 0.8 eV/Å
ΔE to the lowest compared entry with this formula, charge and spin = 11.6 kcal/mol
HOMO-LUMO gap = 11.46 eV
Charge = +1
DFT total energy = -7365.2388 eV

Geometry (Å):
H -2.68 -0.89 0.30
C 0.18 -0.14 -1.88
N 0.58 0.31 -0.52
H -0.23 0.05 0.11
H -1.49 -1.94 0.58
N -1.72 -0.96 0.61
C -1.63 -0.56 2.03
H 1.03 2.08 0.55
H 2.67 -0.01 -0.66
H -1.92 0.49 2.17
C 1.82 -0.39 -0.09
H -0.59 -0.60 2.38
C 0.76 1.78 -0.46
H -0.05 -1.20 -1.83
H 1.56 2.08 -1.14
H 2.03 -0.16 0.96
H -0.18 2.25 -0.74
H -0.65 0.47 -2.21
H 1.02 -0.02 -2.57
H 1.71 -1.45 -0.28
H -2.23 -1.19 2.68

***

[9]
2 unconnected molecules or ions with the total composition C4H15N2. Source: OMol25; level of theory: the ωB97M-V functional and the def2-TZVPD basis.

E_LUMO = -0.1267 Eh
HOMO energy = -13.687 eV
Largest force on an atom = 1.3 eV/Å
ΔE to the lowest compared entry with this formula, charge and spin = 22.8 kcal/mol
HOMO-LUMO gap = 10.24 eV
Charge = +1
DFT total energy = -7364.7560 eV

Geometry (Å):
H 1.46 0.91 0.73
C 0.85 1.82 0.81
C -0.75 -2.54 -0.14
H -1.09 0.82 1.03
H -1.17 -1.59 0.24
H 0.47 1.71 2.80
H 0.05 -0.12 -0.89
H 0.17 1.34 -1.57
N 0.74 2.42 2.13
H -0.22 -1.79 -2.11
H 0.56 -3.28 -1.74
C -0.56 1.47 0.35
H 1.10 -1.73 -1.00
H -0.23 -2.92 0.75
N -0.45 0.77 -1.00
H 1.28 2.55 0.12
H 1.62 2.79 2.45
H -1.18 2.35 0.20
H -1.34 0.59 -1.46
H -1.57 -3.19 -0.42
C 0.23 -2.35 -1.28

***

[10]
A molecular structure, C4H15N2O. Source: OMol25; level of theory: the ωB97M-V functional and the def2-TZVPD basis.

E_LUMO = -0.2818 Eh
HOMO energy = -13.138 eV
Largest force on an atom = 5.8 eV/Å
ΔE to the lowest compared entry with this formula, charge and spin = 132.4 kcal/mol
HOMO-LUMO gap = 5.47 eV
Charge = +1
DFT total energy = -9407.9212 eV

Geometry (Å):
H -2.30 -2.20 0.24
H 1.99 0.58 -2.49
C -1.27 -2.15 0.60
H 1.16 1.30 -0.11
C 1.61 0.35 -0.42
H 2.63 0.40 -0.05
H 1.28 -0.76 1.38
H -1.04 -0.12 1.10
H -2.08 0.66 -1.82
H -2.28 -0.76 -2.25
H 1.24 -1.75 -0.08
C -0.61 -0.80 0.36
H -1.20 -2.49 1.64
N 1.54 -0.02 -1.80
C 0.90 -0.81 0.35
H -0.69 -2.90 0.05
N -1.50 -0.20 -1.86
H 0.59 -0.16 -2.11
H 0.50 4.04 3.46
H -0.99 -0.52 -0.81
H 0.24 4.56 2.05
O 0.27 3.75 2.57